Computed, not measured: a molecular structure, C10H24ClIN2OPPtS at a distorted geometry, with ωB97M-V with the def2-TZVPD basis set.

Summary:
Energy above the lowest of the compared OMol25 structures with the same formula, charge and spin   0.0 kcal per mole
HOMO-LUMO gap (alpha / beta)   5.59 / 5.10 eV
Net charge   +3
Spin multiplicity   5
LUMO energy (alpha / beta)   -10.16 / -13.65 eV
Energy   -2195.6378 a.u.

Last column: Löwdin charge in e.
Cartesian coordinates (Å):
Pt -0.740 -0.267 -0.489  0.61
I 5.222 -1.223 2.654  1.38
Cl -3.040 -0.142 -0.345  0.17
S -0.384 -1.429 1.931  0.89
P -1.012 0.732 -2.559  0.64
O 2.226 -0.588 -0.809  0.08
N -1.393 0.248 3.859  -0.16
N 0.695 -0.599 4.313  -0.17
C 0.532 1.238 -3.403  -0.23
C 1.715 -1.624 4.266  -0.07
C -1.632 -0.573 -3.683  -0.22
C 1.137 0.644 4.999  0.01
C 3.713 -1.859 1.275  -0.35
C -1.710 0.166 5.298  0.01
C -2.480 0.657 3.020  -0.07
C 1.063 -0.468 -0.707  -0.42
C -0.382 -0.561 3.476  -0.60
C -2.047 2.237 -2.749  -0.22
H -3.037 2.093 -2.402  0.02
H 1.939 -1.915 5.316  0.14
H -2.993 -0.187 2.586  0.07
H 1.208 0.401 -3.490  0.05
H 0.823 0.700 6.029  0.10
H 0.284 1.638 -4.376  0.07
H -1.564 3.066 -2.168  0.08
H -3.165 1.285 3.591  0.12
H 1.030 2.039 -2.808  0.08
H 2.251 0.615 5.011  0.11
H -0.980 -1.444 -3.583  0.06
H -1.616 -0.231 -4.712  0.07
H -2.646 -0.868 -3.403  0.05
H 4.750 -1.968 0.891  -0.06
H -1.273 -0.757 5.696  0.11
H 3.218 -0.926 1.669  -0.03
H 0.804 1.540 4.426  0.13
H -2.782 0.169 5.474  0.12
H -2.029 2.537 -3.821  0.09
H 2.639 -1.300 3.861  -0.01
H -2.084 1.275 2.179  0.09
H -1.251 0.982 5.909  0.11
H 3.190 -2.810 1.416  0.07
H 1.383 -2.508 3.725  0.08

***

Computed, not measured: a molecular structure, C3H3BrINS at a distorted geometry, with ωB97M-V with the def2-TZVPD basis set.

Summary:
Energy above the lowest of the compared OMol25 structures with the same formula, charge and spin   38.0 kcal per mole
HOMO-LUMO gap (alpha / beta)   7.18 / 7.17 eV
LUMO energy (alpha / beta)   -1.12 / -1.13 eV
Energy   -3440.6277 a.u.

Last column: Löwdin charge in e.
Cartesian coordinates (Å):
I -3.088 1.438 0.130  0.70
Br -3.030 -2.035 0.058  0.62
S 1.528 0.843 -0.319  1.00
N -1.469 -1.140 -0.103  -0.53
C 2.429 -0.420 0.243  -0.33
C -0.169 0.904 -0.227  -0.56
C -1.320 0.113 -0.073  -0.90
H 2.014 -1.324 0.639  0.02
H 3.480 -0.327 0.064  0.00
H -0.376 1.947 -0.414  -0.01

***

Computed, not measured: C27H51Br2IN2O10S3 in the gas phase at a distorted geometry, with ωB97M-V with the def2-TZVPD basis set.

Summary:
HOMO-LUMO gap   8.42 eV
LUMO energy   0.17 eV
Energy   -8561.1916 a.u.

Last column: Löwdin charge in e.
Cartesian coordinates (Å):
I -4.673 1.475 1.596  0.74
Br -1.058 0.700 2.291  0.73
Br -1.542 -2.176 2.859  0.86
S 3.434 1.436 -2.718  0.81
S -1.328 0.956 -6.376  0.62
S 0.099 -1.025 5.553  0.63
O -0.385 0.256 6.425  -0.19
O 3.981 0.913 0.205  -0.26
O -1.076 -0.929 -1.570  -0.10
O 0.341 -2.046 6.792  -0.18
O 1.184 0.012 -1.773  -0.10
O 1.223 4.203 0.945  -0.08
O 1.370 -0.714 4.971  -0.23
O -4.112 -0.629 -0.388  -0.05
O -1.013 -1.502 4.779  -0.63
O -0.098 6.030 1.689  0.05
N 2.464 -1.168 -4.045  -0.02
N -1.345 -1.746 -3.763  -0.05
C 3.725 0.666 2.650  -0.06
C 0.306 4.369 3.439  -0.12
C -0.967 0.264 -0.738  -0.30
C 0.374 1.073 -1.262  -0.30
C -4.951 -4.069 -2.759  -0.14
C -2.250 -4.026 -2.882  -0.18
C 0.232 3.334 0.256  -0.16
C 1.029 2.015 -0.144  -0.09
C -0.626 -0.417 0.719  -0.53
C -2.286 1.150 -0.645  -0.13
C 4.755 0.569 1.383  -0.22
C -0.059 -3.036 0.526  -0.14
C 0.255 1.445 -3.969  -0.25
C 3.327 -0.280 -0.351  -0.15
C 1.748 3.950 4.063  -0.11
C -1.193 -1.920 0.875  -0.60
C -2.264 -2.891 -4.026  -0.24
C 0.065 2.060 -2.512  -0.12
C 0.366 -1.302 8.011  -0.17
C -0.588 -0.139 7.783  -0.17
C 2.573 0.052 -1.763  -0.63
C -1.918 -0.815 -2.710  -0.20
C -3.561 -4.061 -1.956  -0.26
C 3.006 -1.265 -2.660  -0.26
C -0.936 2.069 -4.905  -0.53
C -3.585 0.441 -0.039  -0.70
C 0.471 4.920 1.921  -0.37
H -2.183 -5.049 -3.419  0.11
H 2.642 -0.782 0.413  0.12
H -2.142 2.094 0.010  0.08
H -2.628 1.589 -1.664  0.13
H 1.231 1.760 -4.505  0.10
H -3.509 -3.242 -1.139  0.09
H -1.304 -3.944 -2.233  0.10
H 1.301 1.469 0.841  0.09
H -4.872 -4.709 -3.711  0.08
H 2.142 4.703 4.824  0.07
H -1.629 -0.455 7.894  0.13
H 4.031 -0.186 3.354  0.08
H -1.203 -1.241 -4.650  0.04
H 4.199 -1.024 -0.529  0.13
H -2.999 -1.219 -2.579  0.13
H -2.191 -2.130 0.374  0.07
H 1.389 -0.948 8.170  0.13
H -0.170 3.965 -0.604  0.14
H -1.873 -3.403 -4.990  0.12
H 2.350 -2.108 -4.447  0.07
H 0.300 -2.838 -0.557  0.08
H 2.058 2.413 -0.505  0.12
H -0.090 5.234 4.095  0.12
H -0.939 2.596 -2.471  0.10
H -0.436 -4.104 0.653  0.08
H 4.150 -1.315 -2.719  0.11
H -2.677 0.597 -6.204  -0.12
H -0.402 3.473 3.477  0.08
H 3.133 -0.670 -4.658  0.06
H -0.556 3.060 -5.351  0.08
H 0.824 -2.806 1.214  0.07
H -0.389 0.695 8.456  0.14
H -3.518 -5.060 -1.369  0.11
H 2.647 0.503 2.277  0.07
H -5.270 -3.017 -3.124  0.07
H -0.617 3.197 1.007  0.08
H -3.318 -2.510 -4.291  0.11
H 0.171 0.319 -4.077  0.06
H -1.923 2.190 -4.342  0.06
H 0.065 -1.929 8.850  0.14
H 2.524 3.707 3.245  0.07
H 0.855 2.907 -2.427  0.12
H 5.574 1.376 1.493  0.13
H -5.785 -4.481 -2.081  0.08
H -2.032 0.212 -3.192  0.12
H 0.528 -0.527 0.704  0.09
H 1.599 2.958 4.643  0.07
H 2.593 -2.206 -2.126  0.14
H 4.762 1.495 -2.319  -0.09
H 3.830 1.649 3.225  0.07
H 5.239 -0.461 1.285  0.12

***

Computed, not measured: 11 unconnected molecules or ions with the total composition C38H58N8O3S3 at a distorted geometry, with ωB97M-V with the def2-TZVPD basis set.

Summary:
Energy above the lowest of the compared OMol25 structures with the same formula, charge and spin   102.5 kcal per mole
HOMO-LUMO gap   8.29 eV
LUMO energy   0.37 eV
Energy   -3340.7646 a.u.

Last column: Löwdin charge in e.
Cartesian coordinates (Å):
S -2.572 8.224 -14.247  0.82
S 1.411 7.187 -5.149  0.82
S -3.763 13.040 -21.204  0.84
O -1.444 8.265 -13.237  -0.58
O -4.760 12.679 -20.107  -0.58
O 2.314 5.944 -5.043  -0.59
N -4.768 0.343 -9.328  0.01
N -12.133 0.179 -15.373  -0.03
N 0.780 15.859 -13.271  -0.02
N -7.056 3.617 -21.932  0.00
N 2.844 8.210 -24.631  -0.01
N 3.240 12.684 -8.080  -0.01
N 4.644 8.751 -14.989  -0.01
N 0.783 -2.238 -16.503  0.00
C -11.420 -0.691 -16.176  -0.13
C -5.059 2.607 -22.093  -0.12
C 3.576 11.957 -9.137  -0.14
C -10.224 1.272 -15.927  -0.09
C -11.524 1.432 -15.348  -0.12
C 5.683 7.842 -15.071  -0.15
C -6.169 1.436 -8.012  -0.12
C 6.594 8.280 -15.992  -0.13
C -4.916 4.018 -22.086  -0.14
C 0.241 16.406 -15.311  -0.14
C -10.275 0.006 -16.607  -0.12
C -3.970 14.849 -21.661  -0.25
C -5.222 2.381 -8.455  -0.10
C 3.986 13.778 -8.019  -0.15
C -4.302 1.610 -9.121  -0.16
C -4.492 12.320 -22.763  -0.25
C -0.721 15.445 -14.892  -0.09
C -6.136 4.615 -22.065  -0.15
C 4.891 9.825 -15.841  -0.11
C 3.541 8.168 -23.479  -0.13
C -0.409 15.244 -13.538  -0.14
C 2.609 8.400 -22.448  -0.14
C 6.139 9.544 -16.432  -0.12
C 0.005 6.661 -6.232  -0.26
C 0.628 -1.149 -15.666  -0.12
C 0.416 7.273 -3.565  -0.24
C 4.982 13.670 -9.006  -0.12
C -0.350 -2.349 -17.317  -0.16
C -6.388 2.341 -21.897  -0.11
C -1.210 -1.386 -17.033  -0.13
C -3.282 6.576 -13.993  -0.28
C 4.774 12.480 -9.597  -0.14
C 1.518 8.368 -24.381  -0.13
C -0.588 -0.590 -16.030  -0.12
C -1.866 7.967 -15.949  -0.24
C 1.345 8.538 -22.978  -0.11
C -5.784 0.192 -8.471  -0.17
C 1.217 16.584 -14.348  -0.13
H 2.152 17.119 -14.428  0.10
H -2.215 -1.229 -17.395  0.10
H -2.587 7.733 -16.732  0.05
H -6.878 1.384 -21.799  0.10
H -8.062 3.662 -21.855  0.14
H 0.493 8.808 -22.372  0.09
H -3.346 1.911 -9.523  0.10
H 1.289 15.735 -12.408  0.15
H -3.979 11.359 -22.797  0.03
H -6.174 -0.808 -8.348  0.11
H 3.815 8.603 -14.430  0.14
H 1.038 7.579 -2.723  0.05
H -5.146 3.417 -8.160  0.09
H -11.787 -1.698 -16.306  0.10
H -3.983 4.561 -22.091  0.09
H -6.990 1.584 -7.326  0.09
H 4.138 10.570 -16.051  0.10
H 0.017 6.259 -3.522  0.05
H 5.654 6.971 -14.432  0.10
H -4.276 1.863 -22.086  0.09
H -1.476 8.971 -16.120  0.04
H -1.073 0.252 -15.558  0.08
H -12.905 -0.103 -14.787  0.14
H 7.508 7.744 -16.202  0.09
H -0.800 14.593 -12.770  0.10
H 0.738 8.562 -25.102  0.10
H -5.574 12.259 -22.655  0.05
H 0.254 6.380 -7.256  0.05
H -0.396 -3.087 -18.104  0.11
H 1.377 -0.839 -14.952  0.10
H -0.489 5.870 -5.669  0.04
H 0.209 16.870 -16.285  0.08
H 5.748 14.358 -9.332  0.10
H 5.443 12.049 -10.327  0.10
H -4.372 -0.458 -9.798  0.15
H -3.229 15.359 -21.046  0.03
H -4.238 12.805 -23.706  0.04
H -4.987 15.203 -21.492  0.05
H -6.469 5.640 -22.004  0.11
H 3.867 14.643 -7.384  0.10
H -0.280 8.104 -3.675  0.04
H 2.432 12.537 -7.491  0.16
H 2.803 8.367 -21.386  0.09
H 6.591 10.170 -17.187  0.08
H 1.686 -2.672 -16.626  0.14
H -9.447 -0.422 -17.153  0.08
H -12.061 2.176 -14.779  0.09
H -1.575 15.120 -15.468  0.09
H -9.464 2.039 -15.890  0.08
H -3.420 6.500 -12.914  0.05
H -3.611 15.033 -22.674  0.04
H -1.094 7.212 -15.800  0.05
H 3.051 11.076 -9.477  0.11
H 3.291 8.034 -25.520  0.15
H -0.757 7.437 -6.315  0.04
H -4.270 6.637 -14.449  0.04
H -2.730 5.719 -14.378  0.06
H 4.592 7.919 -23.473  0.10